Record 1
85
Properties=species:S:1:pos:R:3:mulliken_spin:R:1 method="wB97M-V/def2-TZVPD" e_above_lowest_kj_mol=18.2 largest_force_ev_per_a=0.438 spin_multiplicity=2 orbital_gap_ev="6.764 / 6.781" e_homo_ev="-13.530 / -13.413" total_charge=+2 molar_mass_g_mol=933.8
Re 0.0904 1.1314 -0.5498 0.91
Br 0.6544 -2.6550 -6.9260 0.00
C 0.2042 -1.7837 -5.3252 -0.01
C -0.8296 -2.2807 -4.5306 0.01
C -1.1698 -1.6448 -3.3525 -0.02
C -0.4695 -0.5199 -2.9387 0.05
O -0.8598 0.0776 -1.7840 0.03
C 0.5617 -0.0082 -3.7363 0.00
C 1.1944 1.2469 -3.4158 -0.01
N 1.1849 1.7636 -2.2373 0.00
C 1.5812 3.1352 -2.1001 -0.04
C 2.6862 3.7104 -2.6536 0.00
C 2.8944 5.1026 -2.5138 0.00
C 1.9923 5.8855 -1.8549 0.00
C 0.8433 5.3028 -1.2601 0.00
C -0.1467 6.0259 -0.5647 0.00
C -1.2123 5.3633 -0.0117 0.00
C -1.2685 3.9706 -0.0936 0.00
N -0.3670 3.2539 -0.7498 -0.03
C 0.6680 3.9154 -1.3609 0.05
C 0.8748 -0.6424 -4.9462 0.00
H -1.3761 -3.1566 -4.8531 0.00
H -1.9813 -2.0097 -2.7370 0.00
H 1.6447 1.8111 -4.2300 0.00
H 3.4067 3.1107 -3.1960 0.00
H 3.7788 5.5454 -2.9500 0.00
H 2.1456 6.9533 -1.7718 0.00
H -0.0579 7.1012 -0.4710 0.00
H -1.9905 5.8932 0.5180 0.00
H -2.0612 3.4229 0.3990 0.00
H 1.6504 -0.2325 -5.5806 0.00
N 2.6048 1.0961 4.6954 0.02
C 2.3510 1.9637 3.9757 -0.01
N 2.0157 2.9288 3.1124 0.04
C 1.5315 2.4834 2.0269 0.06
N 1.0924 2.0632 1.0248 -0.04
C -2.3509 -4.4984 -0.5677 0.00
N -1.0077 -4.1531 -1.0049 0.00
C -0.3389 -5.0541 -1.9277 0.00
C -0.3924 -3.0738 -0.5128 0.00
O -0.8716 -2.2919 0.3050 0.00
H -2.8910 -4.9568 -1.3946 0.00
H -2.8669 -3.5978 -0.2448 0.00
H -2.3275 -5.2057 0.2635 0.00
H -0.1933 -6.0362 -1.4758 0.00
H 0.6329 -4.6462 -2.2001 0.00
H -0.9336 -5.1773 -2.8337 0.00
H 0.6223 -2.9272 -0.9181 0.00
F -5.9920 -0.5849 2.7334 0.00
C -5.2509 0.4551 3.1212 0.00
F -5.9775 1.5666 2.9687 0.00
F -4.9722 0.3136 4.4202 0.00
C -3.9804 0.5494 2.3032 -0.01
C -2.8207 1.0668 2.8554 0.02
C -1.6947 1.1622 2.0655 -0.02
N -1.6609 0.7748 0.7765 0.00
C -2.7980 0.2865 0.2531 -0.03
C -3.9678 0.1596 0.9776 0.01
H -2.7847 1.3962 3.8847 0.00
H -0.7876 1.5835 2.4658 0.01
H -2.7561 -0.0215 -0.7783 0.00
H -4.8500 -0.2455 0.5025 0.00
C 0.8341 -3.1660 2.9806 0.00
N 1.0063 -1.7683 3.4738 0.00
C 0.0723 -1.5001 4.6037 0.00
C 0.8447 -0.7309 2.3935 0.01
C 1.8830 -0.8151 1.3028 0.03
C 3.0914 -1.4460 1.5584 0.00
C 4.0164 -1.6943 0.5511 0.01
C 3.7119 -1.3087 -0.7345 -0.01
C 2.5468 -0.5842 -0.9744 0.03
C 1.6136 -0.2757 0.0186 -0.05
H 0.9729 -3.8464 3.8166 0.00
H 1.5674 -3.3627 2.2052 0.00
H -0.1657 -3.2532 2.5638 0.00
H 1.9507 -1.6674 3.8506 0.00
H -0.9463 -1.5975 4.2337 0.00
H 0.2644 -0.5014 4.9825 0.00
H 0.2515 -2.2310 5.3878 0.00
H 0.8833 0.2104 2.9303 0.00
H -0.1385 -0.8935 1.9612 0.00
H 3.3510 -1.7785 2.5573 0.00
H 4.9489 -2.1915 0.7799 0.00
H 4.3919 -1.5193 -1.5494 0.00
H 2.3987 -0.2470 -1.9874 0.00



Record 2
84
Properties=species:S:1:pos:R:3:lowdin_charge:R:1 method="wB97M-V/def2-TZVPD" e_above_lowest_kj_mol=43.4 largest_force_ev_per_a=1.329 orbital_gap_ev=6.955 e_homo_ev=-7.311 molar_mass_g_mol=814.9
Ti -1.2151 -0.1961 -1.1674 0.65
S -0.6907 -0.6512 -3.4532 0.74
C 0.8957 -1.4173 -3.6307 -0.59
C 0.9438 -2.5804 -4.4071 -0.12
C 2.1308 -3.2496 -4.6473 -0.09
C 3.3135 -2.7636 -4.1064 -0.09
C 3.2932 -1.5957 -3.3655 -0.13
C 2.1015 -0.9013 -3.1278 -0.53
S 2.3434 0.5206 -2.0798 0.92
C 1.1894 1.8444 -2.5285 -0.41
C 0.6250 2.4863 -1.2815 -0.31
C 0.9513 3.8063 -1.0445 -0.02
C 0.4211 4.4664 0.0534 -0.04
C -0.3847 3.7609 0.9100 -0.03
C -0.6428 2.4176 0.6605 -0.33
C -1.4033 1.7008 1.7533 -0.35
S -2.1258 0.0841 1.3690 1.02
C -1.1043 -1.0620 2.2504 -0.52
C -1.5168 -1.4620 3.5259 -0.09
C -0.8002 -2.4200 4.2211 -0.09
C 0.3210 -2.9889 3.6228 -0.08
C 0.7287 -2.5885 2.3629 -0.11
C 0.0251 -1.6119 1.6436 -0.64
S 0.6958 -1.0245 0.1379 0.68
N -0.1809 1.7826 -0.4273 0.04
H 0.0103 -2.9599 -4.8068 0.10
H 2.1289 -4.1504 -5.2515 0.10
H 4.2512 -3.2817 -4.2701 0.10
H 4.2158 -1.1956 -2.9552 0.09
H 0.3941 1.4299 -3.1326 0.01
H 1.7310 2.5801 -3.1131 0.08
H 1.6139 4.3147 -1.7333 0.12
H 0.6468 5.5113 0.2368 0.12
H -0.8102 4.2221 1.7936 0.13
H -2.2208 2.3423 2.0808 0.09
H -0.7279 1.5588 2.5976 0.04
H -2.4018 -1.0099 3.9613 0.11
H -1.1147 -2.7236 5.2129 0.10
H 0.8798 -3.7578 4.1448 0.11
H 1.6080 -3.0276 1.9031 0.11
C -5.7507 5.0046 1.9447 -0.04
C -5.1823 4.0630 0.9109 -0.26
C -4.1242 4.4452 0.0941 -0.03
C -3.5952 3.5746 -0.8513 -0.05
C -4.1427 2.3082 -0.9823 -0.27
C -5.2007 1.9000 -0.1721 -0.04
C -5.7115 2.7781 0.7644 -0.03
S -3.4261 1.1572 -2.1105 0.59
O -4.2313 1.0537 -3.2801 -0.23
O -2.0217 1.6032 -2.2479 -0.42
N -3.1938 -0.1536 -1.2852 -0.36
C -3.9398 -1.4012 -1.2559 -0.12
C -2.8947 -2.5007 -1.0852 -0.56
O -3.1821 -3.6598 -1.0433 0.13
O -1.6666 -1.9951 -0.9526 -0.27
H -5.3256 6.0037 1.8483 0.08
H -5.5436 4.6433 2.9553 0.08
H -6.8354 5.0824 1.8427 0.08
H -3.7008 5.4384 0.1991 0.12
H -2.7593 3.8667 -1.4763 0.12
H -5.6125 0.9013 -0.2732 0.12
H -6.5310 2.4643 1.4018 0.12
H -4.5159 -1.5649 -2.1624 0.14
H -4.6055 -1.4600 -0.3964 0.12
C 4.5224 -3.1235 5.6678 -0.05
C 3.8782 -2.0048 4.8836 -0.27
C 4.2599 -1.7371 3.5698 -0.04
C 3.6360 -0.7393 2.8337 -0.08
C 2.6261 0.0088 3.4271 -0.39
C 2.2283 -0.2355 4.7286 -0.07
C 2.8618 -1.2374 5.4507 -0.04
S 1.7061 1.2124 2.4935 0.91
C 3.0839 2.2490 1.9647 -0.20
O 0.9120 2.0172 3.4946 -0.52
H 5.4273 -3.4829 5.1768 0.07
H 3.8362 -3.9690 5.7624 0.08
H 4.7828 -2.8000 6.6779 0.08
H 5.0557 -2.3194 3.1150 0.11
H 3.9224 -0.5623 1.8006 0.12
H 1.4323 0.3627 5.1592 0.11
H 2.5560 -1.4314 6.4750 0.12
H 3.8920 2.2319 2.6940 0.06
H 2.6626 3.2514 1.8702 0.05
H 3.4248 1.8927 0.9877 0.05



Record 3
96
Properties=species:S:1:pos:R:3:lowdin_charge:R:1 method="wB97M-V/def2-TZVPD" largest_force_ev_per_a=1.143 orbital_gap_ev=7.079 e_homo_ev=-11.043 total_charge=+1 molar_mass_g_mol=892.7
C 0.2397 -4.8834 2.0635 -0.06
C 1.4468 -4.6858 1.1666 -0.21
O 1.0206 -4.4986 -0.2117 -0.10
N 1.1786 -3.1613 -0.7017 0.09
C 0.3592 -2.2273 -0.0926 -0.40
N 0.8192 -1.6237 1.0847 -0.28
S 0.7559 0.1241 0.9319 0.86
N -0.7528 -1.8575 -0.6133 0.14
C -1.4560 -2.4157 -1.7622 -0.06
C -2.9284 -2.5787 -1.5058 -0.28
C -3.5171 -2.5454 -0.1628 -0.05
O -3.3343 -3.7842 -0.9047 -0.01
H -0.5348 -5.4266 1.5224 0.09
H 0.5166 -5.4608 2.9428 0.07
H -0.1791 -3.9449 2.4266 0.05
H 2.0863 -5.5666 1.1609 0.13
H 2.0579 -3.8396 1.4610 0.10
H 1.0258 -3.2331 -1.7006 0.14
H 0.2996 -1.9302 1.9073 0.08
H 1.1738 0.3666 2.1747 -0.13
H -1.2046 -1.0536 -0.1774 0.13
H -1.0401 -3.4037 -1.9573 0.14
H -1.2828 -1.7496 -2.6049 0.13
H -3.5414 -2.1992 -2.3106 0.12
H -4.5584 -2.2822 -0.0407 0.12
H -2.8855 -2.5207 0.7196 0.11
C 1.7500 2.8124 -3.5989 0.09
C 1.3174 1.6898 -3.0146 -0.22
C -0.1585 1.3978 -2.7975 -0.28
O -0.3930 0.3205 -2.2434 0.01
C -1.1465 2.3363 -3.2129 0.08
C -0.7190 3.4698 -3.8036 -0.21
C 0.7557 3.7691 -4.0394 -0.29
O 1.0026 4.8191 -4.5984 0.12
O -1.5157 4.4172 -4.2346 0.15
O 2.0684 0.7001 -2.5492 0.10
H 2.7938 3.0501 -3.7542 0.12
H -2.1886 2.1018 -3.0507 0.11
H -0.9487 5.1159 -4.6243 0.13
H 1.3930 0.0832 -2.1904 0.08
C -5.0634 -1.1590 -4.2186 0.05
C -6.2792 -1.6849 -4.4536 -0.22
C -7.5646 -0.9352 -4.1334 -0.30
O -8.5937 -1.5214 -4.4046 0.12
C -7.4751 0.3808 -3.5449 0.08
C -6.2609 0.9008 -3.3124 -0.23
C -4.9813 0.1567 -3.6426 -0.31
O -3.9337 0.7342 -3.3846 0.07
O -6.0573 2.0924 -2.7800 0.13
O -6.4866 -2.8715 -4.9736 0.14
H -4.1468 -1.6802 -4.4582 0.13
H -8.3904 0.9062 -3.3125 0.14
H -5.0912 2.2270 -2.7388 0.12
H -7.4596 -2.9826 -5.0392 0.13
C 1.6205 -4.4476 5.9607 0.07
C 2.0093 -4.6128 7.2392 -0.23
C 2.8567 -3.5837 7.9733 -0.30
O 3.1240 -3.8489 9.1281 0.12
C 3.2737 -2.3949 7.2658 0.08
C 2.8853 -2.2370 5.9923 -0.23
C 2.0242 -3.2587 5.2682 -0.30
O 1.7270 -2.9986 4.1052 0.06
O 3.2050 -1.1943 5.2505 0.12
O 1.7040 -5.6534 7.9753 0.14
H 1.0161 -5.1782 5.4422 0.13
H 3.8858 -1.6718 7.7859 0.14
H 2.7733 -1.3282 4.3856 0.11
H 2.1112 -5.5081 8.8559 0.13
C -1.9873 3.2022 5.4489 0.08
C -1.1814 2.5018 4.6409 -0.23
C -0.7355 1.0903 4.9607 -0.30
O -0.0118 0.5364 4.1396 0.03
C -1.1720 0.4787 6.1830 0.07
C -1.9778 1.1765 7.0043 -0.23
C -2.4441 2.5867 6.6769 -0.30
O -3.1835 3.1036 7.4894 0.13
O -2.4397 0.7260 8.1469 0.14
O -0.7056 2.9629 3.4927 0.11
H -2.3104 4.2086 5.2242 0.14
H -0.8366 -0.5234 6.4105 0.13
H -2.9965 1.4360 8.5304 0.13
H -0.1554 2.2484 3.1211 0.09
C 4.7061 5.0833 -5.2452 0.07
C 5.2547 5.4424 -6.4179 -0.23
C 6.7266 5.2218 -6.7291 -0.31
O 7.0925 5.5776 -7.8335 0.11
C 7.5721 4.6217 -5.7228 0.08
C 7.0218 4.2664 -4.5530 -0.23
C 5.5489 4.4678 -4.2530 -0.31
O 5.1681 4.0824 -3.1569 0.08
O 7.6829 3.7092 -3.5540 0.12
O 4.5976 6.0095 -7.4074 0.13
H 3.6590 5.2390 -5.0201 0.12
H 8.6197 4.4790 -5.9459 0.14
H 7.0295 3.5636 -2.8400 0.12
H 5.2499 6.1522 -8.1253 0.12



Record 4
86
Properties=species:S:1:pos:R:3:lowdin_charge:R:1 method="wB97M-V/def2-TZVPD" e_above_lowest_kj_mol=21.2 largest_force_ev_per_a=0.199 orbital_gap_ev=7.992 e_homo_ev=-10.692 total_charge=+1 molar_mass_g_mol=778.8
Cu -0.5933 0.2623 0.1344 0.12
Cl 2.7605 1.0380 -0.6670 0.70
C 2.6101 2.6390 0.0111 -0.64
C 3.7793 3.2786 0.3941 -0.10
C 3.7152 4.5677 0.8931 -0.06
C 2.4893 5.2104 0.9971 -0.06
C 1.3320 4.5549 0.6152 -0.08
C 1.3624 3.2466 0.1225 -0.35
P -0.1582 2.3799 -0.4128 1.03
C -1.4973 3.2961 0.4262 -0.36
C -2.6384 3.6889 -0.2680 -0.09
C -3.7443 4.1822 0.4128 -0.07
C -3.7205 4.2937 1.7946 -0.07
C -2.5833 3.9104 2.4958 -0.07
C -1.4843 3.4075 1.8185 -0.11
C -0.2928 2.8363 -2.1650 -0.36
C -0.3512 4.1630 -2.5925 -0.08
C -0.4447 4.4550 -3.9418 -0.06
C -0.4687 3.4250 -4.8768 -0.07
C -0.3972 2.1053 -4.4618 -0.07
C -0.3080 1.8124 -3.1065 -0.10
H 4.7261 2.7678 0.2866 0.11
H 4.6251 5.0719 1.1897 0.11
H 2.4346 6.2233 1.3725 0.11
H 0.3815 5.0627 0.7087 0.11
H -2.6698 3.6096 -1.3481 0.11
H -4.6229 4.4860 -0.1417 0.11
H -4.5788 4.6875 2.3230 0.11
H -2.5501 4.0069 3.5739 0.11
H -0.6059 3.1090 2.3798 0.10
H -0.3305 4.9682 -1.8674 0.11
H -0.4951 5.4850 -4.2691 0.11
H -0.5363 3.6566 -5.9316 0.11
H -0.4015 1.3051 -5.1903 0.11
H -0.2274 0.7833 -2.7711 0.08
N -2.7492 0.0712 2.6670 0.15
C -3.3966 0.2680 1.4484 -0.27
C -4.7919 0.4067 1.4926 0.00
C -5.4832 0.5870 0.3204 -0.04
C -4.7803 0.6447 -0.8814 -0.05
C -3.4154 0.5057 -0.8286 -0.13
N -2.7245 0.2999 0.3068 0.08
C -1.4461 0.2922 3.0943 -0.29
C -1.2630 0.4978 4.4724 0.00
C 0.0002 0.7257 4.9559 -0.04
C 1.0732 0.7573 4.0646 -0.05
C 0.8059 0.5371 2.7367 -0.13
N -0.4243 0.2900 2.2471 0.07
H -3.3983 0.0491 3.4363 0.13
H -5.3086 0.3787 2.4434 0.12
H -6.5595 0.6940 0.3368 0.12
H -5.2796 0.7955 -1.8272 0.11
H -2.8182 0.5689 -1.7309 0.10
H -2.1181 0.4893 5.1361 0.12
H 0.1549 0.8901 6.0139 0.12
H 2.0835 0.9482 4.3953 0.11
H 1.6007 0.5657 2.0001 0.08
C 5.2114 -7.2080 0.3343 -0.11
C 4.3450 -6.0210 -0.0683 -0.31
S 3.3416 -6.4736 -1.4698 0.64
O 2.4375 -7.5164 -1.0596 -0.29
O 4.2109 -6.6501 -2.5977 -0.29
C 2.3457 -5.0213 -1.7901 -0.21
C 1.1741 -4.9218 -0.8242 -0.14
N 0.4223 -3.6764 -1.0195 0.06
C 0.5972 -2.5493 -0.2966 -0.29
N -0.2517 -1.5997 -0.6702 0.07
C -1.0267 -2.1361 -1.6544 -0.01
C -0.6156 -3.4091 -1.8876 -0.12
N -1.1197 -4.3128 -2.8797 -0.33
O -0.5284 -5.3637 -3.0463 0.10
O -2.0970 -3.9426 -3.4935 0.11
C 1.6037 -2.4031 0.7861 0.02
H 5.8299 -6.9357 1.1879 0.08
H 5.8640 -7.5011 -0.4862 0.08
H 4.5926 -8.0599 0.6105 0.08
H 4.9442 -5.1635 -0.3777 0.10
H 3.6681 -5.7259 0.7360 0.09
H 1.9970 -5.1528 -2.8151 0.11
H 2.9998 -4.1484 -1.7521 0.11
H 1.5084 -4.9235 0.2117 0.12
H 0.5072 -5.7657 -0.9584 0.13
H -1.8165 -1.6017 -2.1515 0.12
H 2.5285 -2.9305 0.5558 0.08
H 1.2168 -2.7782 1.7362 0.11
H 1.8323 -1.3472 0.9017 0.04



Record 5
82
Properties=species:S:1:pos:R:3:lowdin_charge:R:1 method="wB97M-V/def2-TZVPD" e_above_lowest_kj_mol=20.8 largest_force_ev_per_a=0.848 orbital_gap_ev=7.829 e_homo_ev=-10.295 total_charge=+1 molar_mass_g_mol=843.7
Pt -0.4186 -0.6748 0.3103 0.92
C -2.6062 -2.8508 -1.6814 -0.07
C -2.7697 -2.7054 -0.1929 -0.25
N -1.5072 -2.5456 0.5827 -0.30
C -0.5430 -3.6606 0.3662 -0.25
C -1.0685 -5.0593 0.6520 -0.06
C -1.9502 -2.4478 2.0080 -0.19
C -0.8195 -2.0598 2.9281 -0.22
N -0.0735 -1.0200 2.2367 -0.22
C 0.7649 -0.2222 3.0244 -0.20
C 2.1284 -0.1083 2.7546 -0.18
F 2.6573 -0.7592 1.7116 0.09
C 2.9471 0.6825 3.5423 -0.22
F 4.2474 0.7725 3.2392 0.10
C 2.4487 1.3739 4.6248 0.08
C 1.0984 1.2889 4.8931 -0.21
F 0.5740 1.9967 5.9012 0.10
C 0.2700 0.5218 4.1022 -0.16
F -1.0524 0.5155 4.3423 0.09
H -3.5907 -2.9033 -2.1465 0.10
H -2.0593 -3.7506 -1.9657 0.08
H -2.1017 -1.9795 -2.0808 0.02
H -3.3066 -3.5652 0.2207 0.12
H -3.3719 -1.8235 0.0215 0.12
H 0.3290 -3.4408 0.9832 0.11
H -0.2157 -3.5929 -0.6722 0.09
H -1.4077 -5.1746 1.6809 0.08
H -0.2611 -5.7745 0.4963 0.09
H -1.8854 -5.3376 -0.0140 0.08
H -2.4303 -3.3788 2.3207 0.12
H -2.7134 -1.6695 2.0261 0.11
H -0.1726 -2.9200 3.1499 0.12
H -1.2483 -1.7358 3.8789 0.12
H 3.0976 1.9851 5.2359 0.15
N 0.0856 1.6006 -1.4685 -0.32
P 0.0413 -0.0456 -1.8496 0.78
C -0.7516 -0.2003 -3.4692 -0.34
C -0.7729 -1.4559 -4.0778 -0.11
C -1.2707 -1.6036 -5.3598 -0.06
C -1.7449 -0.4968 -6.0533 -0.06
C -1.7067 0.7566 -5.4656 -0.06
C -1.2032 0.9065 -4.1804 -0.08
C 1.7551 -0.5052 -2.2079 -0.36
C 2.6359 0.3967 -2.7989 -0.10
C 3.9370 0.0111 -3.0774 -0.06
C 4.3618 -1.2765 -2.7721 -0.06
C 3.4879 -2.1779 -2.1842 -0.06
C 2.1861 -1.7915 -1.8989 -0.10
P -0.1124 1.5464 0.2020 0.80
C -1.5997 2.4234 0.6806 -0.35
C -2.5274 1.7818 1.5014 -0.09
C -3.6762 2.4528 1.8962 -0.06
C -3.9016 3.7505 1.4648 -0.06
C -2.9770 4.3933 0.6495 -0.06
C -1.8214 3.7357 0.2653 -0.09
C 1.2622 2.4626 0.9041 -0.33
C 2.5414 2.2658 0.3794 -0.08
C 3.6166 2.9633 0.9006 -0.06
C 3.4227 3.8488 1.9547 -0.06
C 2.1589 4.0266 2.4962 -0.06
C 1.0756 3.3328 1.9764 -0.08
H 0.0099 2.4062 -2.0703 0.08
H -0.3764 -2.3213 -3.5612 0.10
H -1.2820 -2.5812 -5.8227 0.11
H -2.1346 -0.6127 -7.0557 0.11
H -2.0667 1.6216 -6.0060 0.11
H -1.1920 1.8949 -3.7403 0.09
H 2.3132 1.4042 -3.0354 0.11
H 4.6217 0.7142 -3.5328 0.11
H 5.3794 -1.5735 -2.9879 0.11
H 3.8227 -3.1757 -1.9342 0.11
H 1.5126 -2.4860 -1.4081 0.08
H -2.3293 0.7724 1.8359 0.07
H -4.3928 1.9630 2.5418 0.11
H -4.7997 4.2706 1.7706 0.11
H -3.1550 5.4092 0.3240 0.11
H -1.0892 4.2507 -0.3471 0.11
H 2.6952 1.5684 -0.4344 0.09
H 4.6065 2.8132 0.4916 0.12
H 4.2638 4.3963 2.3596 0.11
H 2.0119 4.7059 3.3257 0.12
H 0.0888 3.4807 2.3985 0.11